C4H8N2O2S as an isolated structure, computed with the ωB97M-V functional and the def2-TZVPD basis.

Output
- energy above the lowest of the compared OMol25 structures with the same formula, charge and spin (kcal per mole) = 50.1
- Kohn-Sham gap (eV) = 9.99
- net charge = 0
- total energy (eV) = -22186.183

The geometry in XYZ format:
```
17
C4H8N2O2S, DFT the ωB97M-V functional and the def2-TZVPD basis
S 0.41224 0.41817 1.74598
O 1.20658 1.13667 2.69560
O 0.23634 -0.98470 1.94246
N 1.80710 0.39423 -0.15293
N -1.56728 0.22799 -0.91524
C -2.51289 -0.31002 -0.54748
C 2.07348 -0.79984 -0.39506
C -3.76187 -1.03536 -0.06358
C 2.45473 1.54920 -0.70070
H 2.89896 2.05724 0.12812
H 1.67155 2.18970 -1.05344
H 2.68164 -1.10089 -1.31820
H -4.57847 -0.34679 -0.20044
H 1.42842 -1.62157 0.10324
H -4.07726 -1.92406 -0.71396
H -3.56327 -1.21455 0.97327
H 3.19001 1.36459 -1.52762
```

One molecule with the formula C4H8N2O2S, computed with the ωB97M-V functional and the def2-TZVPD basis.

Output
- energy above the lowest of the compared OMol25 structures with the same formula, charge and spin (kcal per mole) = 113.2
- Kohn-Sham gap (eV) = 9.53
- net charge = 0
- total energy (eV) = -22183.445

The geometry in XYZ format:
```
17
C4H8N2O2S, DFT the ωB97M-V functional and the def2-TZVPD basis
S -2.09464 -0.50270 -0.25789
O 0.51175 -2.80584 0.87775
O -3.13883 0.22696 -0.94471
N -0.46716 -0.09909 -1.03514
N -2.10162 -1.99804 -0.09134
C -1.89152 0.60344 1.16479
C 0.57450 -1.07877 -0.85965
C 0.00038 -2.06786 0.12392
C 1.89706 -0.52832 -0.21474
H -1.21202 1.43829 0.84710
H -1.23422 0.27072 1.93647
H 2.47079 -1.43330 0.04605
H 2.21488 0.24475 -0.96137
H -2.97713 0.89402 1.46627
H 0.73561 -1.60854 -1.74251
H 1.80192 0.02167 0.80442
H -0.58753 -0.00949 -2.01488
```

A 2-piece molecular cluster, C4H8N2O2S overall, computed with the ωB97M-V functional and the def2-TZVPD basis.

Output
- energy above the lowest of the compared OMol25 structures with the same formula, charge and spin (kcal per mole) = 63.4
- Kohn-Sham gap (eV) = 10.05
- net charge = 0
- total energy (eV) = -22185.605

The geometry in XYZ format:
```
17
C4H8N2O2S, DFT the ωB97M-V functional and the def2-TZVPD basis
S 0.81552 -1.96056 -1.20684
O -0.39080 -1.21477 -1.51963
O 1.69201 -1.26491 -0.05309
N 0.16390 0.55281 1.74423
N 0.29405 -3.25045 -0.24058
C -0.92162 0.69537 1.05518
C -0.81245 1.86995 0.08672
C 0.52766 2.34459 0.42355
C 1.03621 1.54345 1.36253
H 2.04228 1.55418 1.79709
H 1.04265 -0.66126 0.30854
H -0.90394 1.25325 -0.81180
H -1.55083 2.70874 0.29953
H -1.89685 0.16157 1.24439
H 0.94196 -3.52687 0.55434
H -0.41665 -3.96138 -0.45922
H 1.18193 3.22336 0.33465
```

One molecule with the formula C4H8N2O3, computed with the ωB97M-V functional and the def2-TZVPD basis.

Output
- structure (SMILES) = CC(=O)CN(C)[N+](=O)[O-]
- energy above the lowest of the compared OMol25 structures with the same formula, charge and spin (kcal per mole) = 133.3
- Kohn-Sham gap (eV) = 10.51
- net charge = 0
- total energy (eV) = -13395.910

The geometry in XYZ format:
```
17
C4H8N2O3, DFT the ωB97M-V functional and the def2-TZVPD basis
O -0.11273 2.05760 1.72852
O 1.57434 -1.73655 -0.27979
O 0.91453 1.52189 -0.03546
N -0.62749 0.23944 0.70662
N 0.08875 1.32802 0.79319
C 1.00501 -0.87402 -0.89352
C -1.55947 -0.04405 1.87509
C -0.46577 -0.70974 -0.44690
C 1.51679 -0.04196 -1.95610
H 1.09516 0.93795 -1.94527
H -0.76433 -1.71542 -0.06902
H -2.42009 0.77266 1.86119
H -2.07794 -1.00082 1.75891
H 1.49585 -0.48666 -2.88580
H 2.54521 0.08213 -1.72117
H -1.03213 0.07695 2.79423
H -1.17571 -0.40744 -1.28471
```

One molecule with the formula C4H8N2O3, computed with the ωB97M-V functional and the def2-TZVPD basis.

Output
- structure (SMILES) = CCOC(=O)N(C)N=O
- energy above the lowest of the compared OMol25 structures with the same formula, charge and spin (kcal per mole) = 103.5
- Kohn-Sham gap (eV) = 9.44
- net charge = 0
- total energy (eV) = -13397.199

The geometry in XYZ format:
```
17
C4H8N2O3, DFT the ωB97M-V functional and the def2-TZVPD basis
O 1.46254 0.89448 2.88879
O 1.57832 0.70624 0.36013
O -0.41247 -0.10367 -0.50448
N 0.24386 0.68003 2.83399
N -0.40746 0.51768 1.61461
C 0.09767 -0.03522 -1.82066
C 0.34965 0.37513 0.48527
C -1.90774 0.31015 1.71194
C 1.23108 -0.99479 -2.01334
H 0.94290 -2.07012 -1.95284
H 2.05765 -0.95232 -1.33977
H 0.42123 1.01177 -1.93868
H -2.05323 0.32337 2.84331
H -2.24399 1.11206 1.19516
H -2.13881 -0.64919 1.24993
H 1.55145 -0.88443 -3.14255
H -0.77265 -0.24118 -2.47083
```

One molecule with the formula C4H8N2O3, computed with the ωB97M-V functional and the def2-TZVPD basis.

Output
- structure (SMILES) = CN(C(N)=O)[C@H](O)C=O
- energy above the lowest of the compared OMol25 structures with the same formula, charge and spin (kcal per mole) = 23.5
- Kohn-Sham gap (eV) = 10.43
- net charge = 0
- total energy (eV) = -13400.667

The geometry in XYZ format:
```
17
C4H8N2O3, DFT the ωB97M-V functional and the def2-TZVPD basis
O -2.56915 -0.26485 0.98351
O -0.75702 1.50941 -1.41799
O 1.11187 -0.89704 -1.83390
N 2.18142 -1.21085 0.14311
N 0.13363 -0.12347 0.05197
C 1.14064 -0.76516 -0.62449
C -0.99060 0.30118 -0.75222
C -2.26872 0.42170 0.05131
C 0.29629 0.43187 1.37979
H 2.84053 -1.79253 -0.34879
H -0.11723 -0.23537 2.14062
H -0.23259 1.38352 1.42829
H 1.35094 0.61690 1.57983
H -2.92513 1.21606 -0.34502
H 2.01967 -1.44372 1.10750
H -0.04560 1.35938 -2.05521
H -1.16894 -0.50702 -1.48831
```

A 2-piece molecular cluster, C4H8N2O6 overall, computed with the ωB97M-V functional and the def2-TZVPD basis.

Output
- energy above the lowest of the compared OMol25 structures with the same formula, charge and spin (kcal per mole) = 111.0
- Kohn-Sham gap (alpha / beta) (eV) = 8.32 / 8.76
- net charge = 0
- total energy (eV) = -19532.068

The geometry in XYZ format:
```
20
C4H8N2O6, DFT the ωB97M-V functional and the def2-TZVPD basis
O 3.49585 1.07320 -0.81767
O -3.00966 -0.51942 0.09127
O -3.24549 0.77544 -1.69949
O 2.80388 -0.95748 -1.23205
O -1.35097 0.99559 -0.42477
O 1.07359 0.37935 -0.38408
N 3.64464 -0.13280 -0.90520
N -2.70339 0.34996 -0.71808
C 0.42072 -0.56095 0.19604
C -0.06726 -1.69154 -0.69786
C -0.69573 0.39169 0.71496
C 0.01324 1.52879 1.39608
H -1.40846 -0.10144 1.39857
H 0.78945 2.07024 0.85281
H 0.74475 -2.44268 -0.87727
H 0.60866 1.07426 2.22548
H -0.78982 2.17369 1.76020
H -0.97331 -2.22446 -0.33244
H -0.23533 -1.20559 -1.66142
H 0.88465 -0.97585 1.11490
```

One molecule with the formula C4H8N2OS, computed with the ωB97M-V functional and the def2-TZVPD basis.

Output
- structure (SMILES) = C1=N\CCOCSN/1
- energy above the lowest of the compared OMol25 structures with the same formula, charge and spin (kcal per mole) = 48.3
- Kohn-Sham gap (eV) = 9.72
- net charge = 0
- total energy (eV) = -20138.738

The geometry in XYZ format:
```
16
C4H8N2OS, DFT the ωB97M-V functional and the def2-TZVPD basis
S -0.37602 -1.85426 -0.64456
O -1.89732 0.37598 -0.11694
N 1.60318 0.78185 -0.43362
N 1.03617 -1.44654 0.25447
C 1.88117 -0.44555 -0.18688
C 0.42386 1.31575 0.16790
C -1.55747 -0.88444 0.40223
C -0.85071 1.18427 -0.69422
H -2.52305 -1.32550 0.45327
H -0.60156 0.78539 -1.68481
H -1.35654 2.18445 -0.79280
H 0.19528 0.96011 1.21842
H 0.67440 2.36042 0.31585
H 1.47455 -2.27516 0.62482
H -1.06205 -0.91012 1.41484
H 2.93612 -0.80665 -0.29799
```

One molecule with the formula C4H8N2OS, computed with the ωB97M-V functional and the def2-TZVPD basis.

Output
- structure (SMILES) = [H]/N=C(/CS)N(O)C=C
- energy above the lowest of the compared OMol25 structures with the same formula, charge and spin (kcal per mole) = 128.8
- Kohn-Sham gap (eV) = 9.01
- net charge = 0
- total energy (eV) = -20135.249

The geometry in XYZ format:
```
16
C4H8N2OS, DFT the ωB97M-V functional and the def2-TZVPD basis
S 1.54556 -2.11809 -0.78562
O 1.08940 0.60293 -0.81375
N -0.47684 0.71928 -0.27230
N -1.56153 -1.38056 0.28095
C -0.72436 -0.76064 -0.42565
C -0.01762 -1.54753 -1.60632
C -0.45805 1.29642 1.02357
C 0.21913 2.36269 1.35973
H -1.03064 0.69051 1.77317
H -1.94151 -0.86337 1.00321
H 1.15366 1.35065 -1.47617
H 1.07952 2.81132 0.77618
H 0.27347 -0.82778 -2.37805
H -0.63519 -2.36818 -1.73119
H 0.22944 2.61399 2.54254
H 1.25557 -2.58161 0.72970
```

One molecule with the formula C4H8N2OS, computed with the ωB97M-V functional and the def2-TZVPD basis.

Output
- structure (SMILES) = CS[C@@H]1C=NN(C)O1
- energy above the lowest of the compared OMol25 structures with the same formula, charge and spin (kcal per mole) = 85.8
- Kohn-Sham gap (eV) = 9.35
- net charge = 0
- total energy (eV) = -20137.113

The geometry in XYZ format:
```
16
C4H8N2OS, DFT the ωB97M-V functional and the def2-TZVPD basis
S -1.33464 1.20360 0.88795
O 0.92809 -0.12119 -0.13212
N 0.77995 -1.40217 -0.84263
N -0.39428 -1.40854 -1.46133
C -0.97852 -0.30044 -1.33878
C 1.06684 -2.68165 -0.11602
C -0.53364 2.66644 1.48592
C -0.13302 0.67520 -0.43688
H 0.56690 -2.74131 0.83403
H -0.15363 3.08583 0.60233
H 2.14436 -2.60390 -0.05127
H -1.87622 -0.24683 -1.92579
H 0.20307 2.49565 2.26654
H 0.24964 1.59478 -0.80746
H -1.37133 3.26455 1.80940
H 0.83642 -3.48003 -0.77387
```